(1)
71
Properties=species:S:1:pos:R:3 method="wB97M-V/def2-TZVPD" lumo_ha=-0.1474 homo_lumo_gap_ev=6.254 e_homo_ev=-10.26 fmax_ha_per_bohr=0.0432 total_charge=+1
C -2.60394 -1.99042 -5.46482
C -1.08355 -1.74448 -5.15539
C -0.68996 -1.77770 -3.63511
P -1.83231 -0.85563 -2.49587
Cl -2.62415 -2.16711 -1.07512
C -0.85620 0.42299 -1.56609
C -1.10187 1.80560 -2.29644
C -0.52407 2.99700 -1.47167
Cl -1.53864 3.34170 0.00015
H -2.79264 -3.07699 -5.55959
H -2.79269 -1.56616 -6.47879
H -3.30900 -1.47093 -4.78753
H -0.52739 -2.58357 -5.63365
H -0.72609 -0.82568 -5.67149
H -0.53103 -2.79840 -3.22674
H 0.30144 -1.26387 -3.54559
H -2.89265 -0.17168 -3.14244
H 0.22290 0.15312 -1.61241
H -1.13206 0.45139 -0.49266
H -2.20278 1.88748 -2.44318
H -0.63995 1.81800 -3.30871
H -0.55757 3.89856 -2.11281
H 0.53595 2.82493 -1.18681
C -3.00034 4.79332 3.60506
O -4.01523 3.81183 3.47289
C -3.62355 2.67570 2.71140
C -3.44302 1.45127 3.60142
N -2.25906 1.57087 4.44610
C -2.18286 0.58138 5.52321
C -3.30931 0.54561 6.56266
O -3.35258 1.67207 7.42304
C -3.99245 2.81557 6.88284
H -3.46096 5.69695 4.00266
H -2.22666 4.47198 4.30993
H -2.54517 5.02985 2.64002
H -2.72837 2.87281 2.11363
H -4.44534 2.47258 2.01782
H -3.34216 0.56171 2.96970
H -4.35677 1.34480 4.19570
H -2.24167 2.49216 4.86180
H -1.24751 0.77259 6.05587
H -2.08999 -0.41249 5.07215
H -3.11219 -0.30917 7.21532
H -4.29234 0.36036 6.11664
H -4.82391 2.55452 6.22371
H -3.27032 3.44328 6.35534
H -4.38396 3.40531 7.71241
C 4.69640 -4.95995 -1.75662
O 5.13245 -3.99356 -0.81575
C 6.28741 -3.26586 -1.22875
C 5.92898 -1.82787 -1.58235
N 5.15903 -1.75599 -2.82213
C 4.53396 -0.45793 -3.06797
C 3.53082 0.07304 -2.03747
O 2.30521 -0.65576 -1.97268
C 2.35876 -1.84806 -1.19820
H 3.96463 -5.59915 -1.26289
H 4.20597 -4.48622 -2.61482
H 5.52404 -5.58190 -2.10302
H 6.81330 -3.76340 -2.04804
H 6.96242 -3.24480 -0.36965
H 6.84922 -1.24788 -1.69875
H 5.37116 -1.41516 -0.73423
H 4.43267 -2.45871 -2.80059
H 4.01382 -0.53881 -4.02724
H 5.32447 0.28666 -3.20188
H 3.25175 1.08199 -2.35528
H 3.96602 0.18427 -1.04024
H 3.03086 -1.75847 -0.34346
H 2.64811 -2.69499 -1.82267
H 1.35249 -2.05450 -0.82389

***

(2)
80
Properties=species:S:1:pos:R:3 method="wB97M-V/def2-TZVPD" lumo_ha=-0.2969 homo_lumo_gap_ev=2.776 e_above_lowest_kcal_mol=0.0 e_homo_ev=-10.86 fmax_ha_per_bohr=0.0960 total_charge=+2
Na 9.00843 -0.38796 -5.14793
Na 3.78755 -3.12088 -4.47570
Na 4.45287 2.14366 -3.04519
B 6.05313 -1.86167 -0.97597
F 4.73865 -1.55820 -1.21710
F 6.84766 -1.06027 -1.66239
F 6.33876 -1.81611 0.37537
F 6.36969 -3.13729 -1.52035
C -1.48759 3.78845 1.50500
O -0.89249 4.88319 0.96347
C -0.76116 4.73305 -0.48189
C 0.45375 3.88359 -0.95285
N 1.57215 4.72400 -1.29861
C 2.07985 5.53556 -0.18831
C 2.88431 4.79963 0.86713
O 4.05291 4.30583 0.28228
C 4.94834 3.90611 1.31688
H -0.78269 2.98873 1.73234
H -2.38937 3.48051 0.97579
H -1.93046 4.17375 2.42342
H -0.71575 5.73170 -0.91632
H -1.63177 4.31139 -0.98423
H 0.06697 3.37394 -1.83532
H 0.68199 3.19795 -0.13683
H 1.22471 5.30150 -2.05086
H 1.28619 6.01077 0.38822
H 2.73948 6.35549 -0.47240
H 2.30949 3.96117 1.26038
H 3.26630 5.48608 1.62276
H 5.18727 4.64766 2.07920
H 5.93154 3.66628 0.91202
H 4.63225 3.03525 1.89116
C -6.93907 0.63926 4.67061
O -5.68252 0.61324 5.35130
C -5.62709 -0.18270 6.49955
C -4.29117 0.00700 7.23834
N -3.18791 -0.64000 6.43079
C -1.90469 -0.19890 6.89256
C -0.70612 -0.84235 6.13552
O -0.56055 -0.05745 4.90573
C 0.43337 -0.68601 4.05179
H -7.77740 0.80899 5.34624
H -7.25516 -0.24390 4.11546
H -6.89007 1.43452 3.92679
H -5.69474 -1.26524 6.39162
H -6.47996 0.04832 7.13778
H -4.22945 -0.37238 8.25832
H -4.19020 1.08294 7.38070
H -3.24762 -0.37247 5.45870
H -1.76784 -0.45282 7.94371
H -1.79236 0.88200 6.80807
H -0.82773 -1.90832 5.94317
H 0.18414 -0.68567 6.74460
H 1.34719 -1.01097 4.54920
H 0.84905 -0.13710 3.20679
H -0.03815 -1.55691 3.59649
C -2.42482 -0.94420 -7.92121
O -2.12718 -2.00139 -7.00944
C -1.05089 -1.54988 -6.09262
C -0.90820 -2.53367 -4.87285
N -0.38468 -3.84649 -5.26939
C -0.25754 -4.75570 -4.09744
C 0.68853 -5.95024 -4.54854
O 2.08340 -5.60008 -4.44249
C 2.95478 -6.67438 -4.57037
H -2.68679 0.00529 -7.45437
H -3.29763 -1.20590 -8.51940
H -1.56440 -0.80871 -8.57652
H -1.22468 -0.55237 -5.68907
H -0.14004 -1.52844 -6.69096
H -1.89667 -2.60259 -4.41868
H -0.18125 -2.16687 -4.14822
H -1.08076 -4.19989 -5.91023
H -1.26083 -5.08245 -3.82407
H 0.14476 -4.32839 -3.17894
H 0.45623 -6.23561 -5.57456
H 0.47719 -6.78319 -3.87798
H 3.19804 -7.11722 -5.53620
H 2.59922 -7.53081 -3.99749
H 3.83731 -6.39276 -3.99596

***

(3)
90
Properties=species:S:1:pos:R:3 method="wB97M-V/def2-TZVPD" spin_multiplicity=5 lumo_ha="0.0823 / 0.0823" homo_lumo_gap_ev="4.750 / 8.742" e_homo_ev="-2.51 / -6.50" fmax_ha_per_bohr=0.1141 total_charge=-1
Cr -15.07796 -15.22593 -0.05875
F -13.72806 -13.69051 -0.03048
F -14.90226 -15.95121 1.84930
N -15.68600 -14.96240 -1.93372
S -16.17852 -13.52304 -2.80964
O -17.60936 -13.29609 -2.90777
O -15.32943 -13.04040 -3.89716
F -15.82452 -12.47083 -1.66979
S -15.91710 -15.80090 -3.24665
O -14.83030 -15.76232 -4.21338
O -17.28098 -16.02092 -3.71511
F -15.57451 -17.21654 -2.54880
C -11.62989 -16.45356 -4.19779
C -11.63201 -15.52250 -3.04141
O -11.18009 -16.00804 -1.78091
P -12.07520 -17.00933 -0.90939
O -13.43365 -16.41424 -0.59486
O -12.00223 -18.42961 -1.71037
C -12.72627 -19.58768 -1.22409
C -13.12973 -20.44881 -2.37837
O -11.12339 -17.36616 0.37196
C -11.66541 -17.06112 1.64711
C -10.62709 -17.27503 2.74455
H -12.45012 -17.15442 -4.04242
H -11.82193 -15.95405 -5.14737
H -10.65083 -16.92059 -4.30462
H -10.85761 -14.76533 -3.16433
H -12.49165 -14.85988 -2.94120
H -12.03828 -20.08424 -0.53984
H -13.59137 -19.34577 -0.60671
H -13.90470 -19.99342 -2.99493
H -12.30667 -20.54497 -3.08648
H -13.35083 -21.45267 -2.01577
H -11.98685 -16.01983 1.66931
H -12.55436 -17.67056 1.80971
H -9.82963 -16.54221 2.62148
H -11.06789 -17.03377 3.71181
H -10.22735 -18.28832 2.78392
C -14.33219 -11.07193 3.40347
C -14.90709 -12.11021 2.41569
O -16.33843 -12.27803 2.67247
P -17.31099 -13.00273 1.55607
O -16.68353 -14.11659 0.75987
O -18.56747 -13.55648 2.46095
C -18.59170 -14.82976 3.03501
C -17.41192 -15.00062 4.00226
O -17.97698 -11.78575 0.76169
C -18.20891 -10.54736 1.32152
C -18.99025 -10.55833 2.61070
H -13.26954 -10.86981 3.26925
H -14.79611 -10.09337 3.27976
H -14.49348 -11.37828 4.43703
H -14.91724 -11.69102 1.40957
H -14.57192 -13.14109 2.52997
H -19.52014 -15.04017 3.56588
H -18.50494 -15.68792 2.36858
H -16.44915 -14.77528 3.54357
H -17.55925 -14.23258 4.76155
H -17.47806 -15.96780 4.50054
H -17.20283 -10.15457 1.46853
H -18.69613 -9.85416 0.63581
H -19.29712 -9.54380 2.86496
H -19.89455 -11.14650 2.45450
H -18.50799 -11.07660 3.43951
C -18.12317 -18.71835 3.42525
C -17.12320 -18.83425 2.24188
O -17.87436 -18.65925 1.10565
P -17.12955 -18.21225 -0.21817
O -16.29806 -16.94570 -0.10714
O -18.34663 -18.08366 -1.31099
C -19.52563 -17.37275 -1.09743
C -19.24061 -15.95416 -0.64971
O -16.31093 -19.50017 -0.67631
C -16.95874 -20.80583 -0.91248
C -16.18950 -21.91232 -0.09622
H -18.89847 -19.46479 3.25255
H -17.56498 -18.85874 4.35090
H -18.56228 -17.72120 3.39409
H -16.43600 -17.98957 2.29058
H -16.71884 -19.84647 2.24563
H -20.03188 -17.36969 -2.06273
H -20.11295 -17.94230 -0.37719
H -20.13296 -15.42857 -0.30976
H -18.55451 -15.86824 0.19289
H -18.89706 -15.37281 -1.50535
H -17.95456 -20.89830 -0.47901
H -17.09086 -21.03131 -1.97069
H -15.20257 -22.11058 -0.51429
H -16.01459 -21.53632 0.91182
H -16.79722 -22.80615 0.04467